C32H84F3MnN7O11S as an isolated structure at a distorted geometry, computed with wB97M-V/def2-TZVPD.

As for the total energy: -117804.248 eV. Its spin multiplicity is 6. Its maximum force is 2.67 eV/A. The expectation value of S² is 8.753. The value obtained for the relative energy (zero: lowest compared OMol25 entry of this formula, charge and spin) is 2.220 eV.

Element x y z (Å)
Mn 11.502 -8.208 -8.533
C 12.665 -11.077 -10.085
C 11.884 -10.122 -10.971
C 10.508 -10.657 -11.264
O 11.813 -8.751 -10.585
H 13.578 -10.657 -9.660
H 12.914 -11.977 -10.649
H 12.068 -11.406 -9.232
H 12.400 -10.071 -11.942
H 9.958 -9.938 -11.869
H 9.979 -10.750 -10.305
H 10.502 -11.676 -11.658
C 11.226 -12.000 -6.024
F 11.473 -12.740 -7.095
F 10.522 -12.769 -5.201
F 12.335 -11.601 -5.441
S 10.129 -10.529 -6.416
O 10.776 -9.973 -7.614
O 8.795 -11.038 -6.655
O 10.163 -9.725 -5.188
C 16.813 -17.747 -2.832
C 15.934 -16.597 -3.190
C 15.130 -16.769 -4.489
O 14.332 -15.622 -4.651
C 13.644 -15.436 -5.854
N 15.003 -16.297 -2.078
H 16.321 -18.600 -2.344
H 17.491 -17.478 -2.020
H 17.310 -18.164 -3.710
H 16.603 -15.731 -3.208
H 14.503 -17.650 -4.294
H 15.705 -16.978 -5.397
H 14.383 -15.497 -6.665
H 13.039 -14.539 -5.871
H 13.001 -16.280 -6.147
H 14.520 -17.155 -1.801
H 14.216 -15.832 -2.537
C 15.922 -9.957 -8.509
C 14.697 -9.551 -7.688
C 15.100 -9.097 -6.280
O 13.934 -9.003 -5.494
C 14.063 -9.400 -4.137
N 13.869 -8.527 -8.415
H 16.798 -9.314 -8.350
H 15.831 -9.877 -9.593
H 16.183 -10.951 -8.147
H 14.135 -10.466 -7.492
H 15.626 -8.139 -6.241
H 15.717 -9.903 -5.873
H 13.113 -9.198 -3.643
H 14.849 -8.817 -3.653
H 14.245 -10.472 -4.050
H 14.519 -7.736 -8.426
H 13.877 -8.757 -9.413
C 8.951 -14.697 -7.955
C 8.902 -14.294 -9.446
C 8.725 -15.556 -10.254
O 8.618 -15.360 -11.671
C 7.281 -15.111 -12.057
N 7.809 -13.324 -9.536
H 7.989 -14.591 -7.456
H 9.647 -14.047 -7.426
H 9.349 -15.706 -7.828
H 9.865 -13.816 -9.665
H 7.777 -15.990 -9.910
H 9.484 -16.311 -10.059
H 6.855 -14.133 -11.839
H 6.697 -15.976 -11.726
H 7.111 -15.201 -13.138
H 7.921 -12.764 -10.375
H 7.779 -12.682 -8.754
C 7.247 -6.904 -8.472
C 8.182 -8.101 -8.511
C 7.561 -9.184 -9.410
O 7.597 -8.802 -10.774
C 6.717 -9.511 -11.581
N 9.488 -7.667 -9.117
H 6.278 -7.113 -8.019
H 7.010 -6.483 -9.457
H 7.670 -6.020 -7.981
H 8.314 -8.515 -7.511
H 6.527 -9.406 -9.136
H 8.196 -10.067 -9.292
H 5.664 -9.248 -11.427
H 6.805 -10.599 -11.463
H 6.873 -9.367 -12.652
H 9.714 -8.308 -9.892
H 9.114 -6.859 -9.609
C 5.487 -13.367 -3.700
C 6.107 -12.439 -4.752
C 5.902 -10.958 -4.307
O 4.546 -10.660 -4.038
C 4.301 -9.279 -4.053
N 7.516 -12.841 -4.863
H 4.468 -13.039 -3.475
H 6.042 -13.297 -2.763
H 5.482 -14.411 -4.009
H 5.593 -12.589 -5.703
H 6.286 -10.380 -5.154
H 6.460 -10.823 -3.374
H 4.576 -8.812 -5.009
H 4.876 -8.697 -3.321
H 3.230 -9.200 -3.876
H 7.903 -12.512 -5.762
H 8.047 -12.128 -4.348
C 19.441 -14.430 -8.955
C 18.245 -13.727 -8.287
C 16.948 -13.921 -9.021
O 15.802 -13.323 -8.406
C 14.616 -13.815 -8.970
N 18.161 -14.322 -6.908
H 19.258 -14.468 -10.039
H 19.583 -15.479 -8.709
H 20.366 -13.860 -8.894
H 18.406 -12.662 -8.105
H 16.774 -14.963 -9.308
H 17.019 -13.352 -9.958
H 13.674 -13.382 -8.629
H 14.484 -14.874 -8.724
H 14.639 -13.567 -10.038
H 18.758 -15.133 -6.855
H 17.222 -14.689 -6.771
C 10.473 -5.614 -4.917
C 11.256 -5.873 -6.227
C 12.530 -5.020 -6.234
O 13.471 -5.666 -5.391
C 14.719 -4.945 -5.475
N 11.387 -7.354 -6.473
H 10.093 -4.594 -5.041
H 11.108 -5.544 -4.033
H 9.622 -6.261 -4.716
H 10.644 -5.457 -7.034
H 12.363 -4.002 -5.851
H 12.930 -4.752 -7.223
H 14.520 -3.979 -5.010
H 15.044 -4.916 -6.517
H 15.476 -5.504 -4.926
H 12.233 -7.612 -5.943
H 10.747 -7.739 -5.776